[1]
Below is a molecular structure, C36H36CrN3O2P, with properties calculated with the ωB97M-V functional and the def2-TZVPD basis.

XYZ file:
```
79
Properties=species:S:1:pos:R:3:forces:R:3:lowdin_spin:R:1
Cr 1.048 0.282 0.089 -0.5 0.3 -0.1 3.03
C 3.094 2.323 -4.571 -0.1 0.0 0.0 0.00
C 2.644 2.743 -3.163 -0.1 0.0 -0.2 0.00
C 1.178 3.139 -3.064 0.1 -0.1 0.1 0.00
C 0.789 4.346 -3.639 0.0 0.0 0.0 0.00
C -0.517 4.797 -3.554 0.0 0.0 0.0 0.00
C -1.445 4.056 -2.844 0.0 0.1 0.0 0.00
C -1.098 2.858 -2.226 0.1 -0.1 0.0 0.00
C -2.158 2.137 -1.424 -0.1 0.2 0.0 0.00
C -2.743 3.030 -0.322 0.0 0.0 -0.1 0.00
C 0.211 2.378 -2.381 0.0 -0.2 0.0 0.00
N 0.605 1.072 -1.873 -0.1 0.6 0.0 0.00
C 0.899 0.180 -2.766 0.0 -0.1 0.0 0.02
C 1.580 -1.010 -2.378 -0.1 0.3 0.2 0.01
C 2.158 -2.053 -3.084 0.1 -0.2 -0.3 0.02
C 2.897 -2.800 -2.152 0.0 0.0 0.0 0.01
C 2.733 -2.177 -0.918 -0.1 0.1 -0.1 0.01
N 1.934 -1.090 -1.045 0.2 -0.1 0.0 -0.01
H 4.165 2.101 -4.586 -0.1 0.0 0.0 0.00
H 2.903 3.121 -5.294 0.0 -0.1 0.1 0.00
H 2.564 1.431 -4.920 0.0 0.1 0.1 0.00
H 3.234 3.610 -2.863 0.0 0.0 0.0 0.00
H 2.879 1.954 -2.455 0.0 -0.1 0.1 0.00
H 1.533 4.941 -4.162 -0.1 -0.1 0.1 0.00
H -0.809 5.727 -4.030 0.0 -0.1 0.0 0.00
H -2.470 4.413 -2.766 0.2 -0.1 0.0 0.00
H -1.737 1.236 -0.994 0.1 -0.2 0.1 0.00
H -2.967 1.819 -2.090 0.0 0.0 0.0 0.00
H -1.957 3.351 0.364 0.0 0.0 0.0 0.00
H -3.510 2.505 0.252 0.0 0.0 0.0 0.00
H -3.199 3.928 -0.744 0.0 -0.1 0.1 0.00
H 0.664 0.366 -3.810 0.1 0.0 -0.1 0.00
H 2.072 -2.228 -4.151 0.0 0.0 0.2 0.00
H 3.497 -3.679 -2.346 -0.1 0.1 0.0 0.00
H 3.152 -2.472 0.036 -0.1 0.1 -0.1 0.00
O 2.854 0.515 1.544 0.1 -0.2 0.2 0.01
C 2.039 -0.390 1.606 0.2 0.0 0.3 -0.09
C 1.960 -1.639 2.372 0.1 0.3 -0.2 -0.02
C 2.929 -2.156 3.224 0.2 0.0 0.1 0.00
C 2.758 -3.436 3.722 -0.1 0.0 0.0 0.00
C 1.637 -4.184 3.360 0.0 0.0 0.0 0.00
C 0.664 -3.658 2.514 0.0 -0.1 0.1 0.00
C 0.826 -2.371 2.023 -0.2 0.0 -0.1 0.00
P -0.381 -1.464 0.967 0.0 -0.3 0.4 -0.03
C -1.606 -0.889 2.193 0.0 0.0 0.0 0.00
C -2.736 -0.210 1.733 -0.1 0.0 0.0 0.00
C -3.703 0.231 2.626 0.1 0.0 0.0 0.00
C -3.543 0.012 3.991 0.0 0.0 0.0 0.00
C -2.421 -0.656 4.456 0.1 0.0 0.0 0.00
C -1.454 -1.107 3.561 0.0 0.0 0.0 0.00
C -1.216 -2.774 0.027 0.0 0.0 -0.1 -0.01
C -0.494 -3.374 -1.008 0.0 0.1 -0.1 0.00
C -1.040 -4.434 -1.715 0.0 0.0 0.0 0.00
C -2.313 -4.898 -1.402 0.0 0.0 0.0 0.00
C -3.040 -4.299 -0.382 0.0 0.1 0.1 0.00
C -2.496 -3.237 0.336 0.0 -0.1 0.0 0.00
H 3.809 -1.569 3.468 -0.1 -0.1 0.0 0.00
H 3.503 -3.866 4.380 0.0 0.0 0.0 0.00
H 1.524 -5.195 3.740 0.0 0.1 0.0 0.00
H -0.207 -4.246 2.245 0.1 0.0 0.0 0.00
H -2.875 -0.048 0.667 0.0 0.0 0.1 0.00
H -4.585 0.742 2.258 0.1 0.0 0.0 0.00
H -4.300 0.352 4.689 0.1 0.0 -0.1 0.00
H -2.300 -0.843 5.519 0.0 0.0 -0.1 0.00
H -0.590 -1.641 3.940 -0.1 0.1 0.0 0.00
H 0.499 -3.016 -1.265 -0.2 -0.1 0.1 0.00
H -0.472 -4.894 -2.516 0.0 0.0 0.1 0.00
H -2.739 -5.730 -1.956 0.0 0.1 0.1 0.00
H -4.035 -4.658 -0.137 0.1 0.0 0.0 0.00
H -3.072 -2.783 1.134 0.1 0.0 0.0 0.00
C -0.645 2.845 3.202 -0.1 0.1 0.1 0.00
C 0.403 2.506 2.197 -0.2 -0.1 -0.3 0.01
N 1.574 3.122 2.268 -0.1 0.0 0.1 0.01
O 0.137 1.665 1.309 0.2 0.1 -0.1 0.03
H -0.350 3.664 3.858 0.0 -0.1 0.0 0.00
H -0.855 1.952 3.794 0.0 0.0 0.0 0.00
H -1.563 3.104 2.671 0.1 0.0 0.1 0.00
H 1.773 3.777 3.002 0.0 0.0 0.0 0.00
H 2.320 2.844 1.659 0.2 -0.1 -0.2 0.00
```
Positions in Å, forces in eV/Å.

Its charge is +1. Its spin multiplicity is 4. The orbital gap (alpha / beta) is 0.2792 / 0.2706 Ha. For the HOMO energy (alpha / beta), the calculation gives -10.5 / -10.5 eV. The expectation value of S² is 3.850.

[2]
Below is 5 unconnected molecules or ions with the total composition C36H36F5N4O3PS, with properties calculated with the ωB97M-V functional and the def2-TZVPD basis.

XYZ file:
```
86
Properties=species:S:1:pos:R:3:forces:R:3:lowdin_charge:R:1
C 6.403 -1.334 0.822 -0.8 0.4 0.5 -0.12
C 6.740 0.133 0.179 -1.6 -0.9 -0.2 -0.16
C 5.394 1.004 0.401 -0.5 0.1 -0.9 -0.13
N 4.240 0.570 -0.306 1.2 4.3 3.8 0.14
C 3.113 1.404 0.018 -1.5 0.2 0.0 -0.10
C 1.734 1.018 -0.661 -1.3 2.0 1.3 -0.13
N 1.615 -0.135 -1.595 0.6 2.8 1.5 0.05
C 0.454 1.820 -0.366 2.9 0.4 1.2 0.02
C 0.458 3.042 0.653 4.6 -2.9 -0.8 -0.23
S -1.158 3.866 0.919 -1.1 5.6 -2.4 0.81
O -1.216 4.866 2.031 0.6 -3.5 -1.9 -0.35
O -1.601 4.444 -0.414 1.3 -2.6 3.6 -0.31
C -2.453 2.546 1.350 -1.9 -0.9 0.7 -0.30
F -3.043 1.984 0.179 1.6 1.3 3.0 0.06
F -3.477 3.194 2.121 2.6 -1.4 -2.3 0.05
C -1.856 1.397 2.336 -1.7 -1.8 1.5 -0.33
F -1.363 0.268 1.635 -0.7 3.2 1.9 0.09
F -2.984 0.912 3.087 2.9 1.0 -1.8 0.07
F -0.957 1.916 3.290 -1.9 -1.4 -2.8 0.10
C 1.814 3.407 1.288 -0.8 -1.8 -1.0 -0.19
P 1.924 4.892 2.498 -0.6 1.8 -0.9 0.71
N 1.434 6.270 1.841 -0.3 -1.1 1.4 -0.33
C 3.154 2.603 0.991 -1.8 -0.2 -0.7 -0.15
N 4.337 3.064 1.667 1.3 -4.7 -3.0 0.12
C 5.444 2.234 1.351 -2.0 0.7 0.2 -0.19
O 6.697 2.542 1.973 -2.8 -0.9 -0.4 0.01
H 5.626 -1.179 1.667 1.4 -0.3 -1.2 0.08
H 5.864 -2.010 0.052 1.2 1.1 1.2 0.08
H 7.319 -1.832 1.283 -1.2 0.6 -0.9 0.07
H 7.664 0.615 0.634 -1.5 -0.6 -0.7 0.10
H 6.857 -0.073 -0.954 0.0 0.8 1.9 0.12
H 2.522 -0.612 -1.697 -0.5 0.5 -0.1 0.06
H 1.278 0.266 -2.483 0.3 -0.7 0.4 0.10
H -0.523 1.531 -0.884 1.6 0.4 0.8 0.11
H 3.289 5.098 2.945 -0.8 -1.2 -0.4 0.00
H 1.143 4.507 3.642 0.7 -0.3 -0.5 0.01
H 0.626 6.572 2.425 0.6 -0.1 -0.9 -0.04
H 6.514 2.672 2.938 0.1 0.1 -1.2 0.13
C -4.787 6.524 2.667 0.0 0.1 0.1 -0.09
C -3.521 7.094 2.765 0.0 0.0 0.0 -0.08
C -3.361 8.332 3.379 -0.2 0.0 0.0 -0.09
C -4.467 9.004 3.891 0.0 -0.1 0.0 -0.10
C -5.734 8.438 3.785 0.0 0.0 0.0 -0.10
C -5.894 7.198 3.174 0.1 0.0 0.0 -0.10
H -4.911 5.556 2.194 0.0 0.1 0.0 0.09
H -2.659 6.571 2.363 -0.2 0.1 0.1 0.07
H -2.373 8.775 3.459 -0.1 0.0 0.0 0.10
H -4.342 9.968 4.372 0.0 -0.1 0.0 0.10
H -6.598 8.964 4.179 0.1 0.0 0.0 0.10
H -6.882 6.756 3.093 0.1 0.0 0.0 0.10
C -4.189 -1.276 0.380 0.0 -0.1 -0.1 -0.09
C -4.184 -0.935 -0.969 0.0 -0.1 0.0 -0.09
C -4.942 -1.670 -1.875 0.0 0.0 0.1 -0.09
C -5.702 -2.749 -1.433 0.1 0.1 0.1 -0.10
C -5.700 -3.095 -0.085 0.0 0.1 0.0 -0.10
C -4.945 -2.358 0.822 0.0 0.0 -0.1 -0.09
H -3.604 -0.699 1.087 -0.1 -0.1 -0.1 0.07
H -3.590 -0.096 -1.315 -0.1 -0.1 0.0 0.09
H -4.941 -1.403 -2.927 0.0 0.0 0.1 0.10
H -6.295 -3.320 -2.139 0.0 0.0 0.1 0.10
H -6.288 -3.940 0.259 0.0 0.1 0.0 0.10
H -4.945 -2.626 1.873 0.0 0.0 -0.1 0.10
C 1.213 -2.812 -3.153 0.0 -0.1 0.0 -0.10
C 2.385 -2.636 -3.883 -0.1 -0.1 0.0 -0.10
C 2.653 -3.450 -4.979 0.0 0.0 0.0 -0.10
C 1.750 -4.445 -5.343 0.0 0.1 0.1 -0.10
C 0.583 -4.628 -4.608 0.0 0.1 0.0 -0.10
C 0.313 -3.811 -3.514 0.1 0.0 -0.1 -0.10
H 1.001 -2.174 -2.303 0.0 -0.2 -0.1 0.07
H 3.091 -1.861 -3.598 0.0 -0.1 -0.1 0.09
H 3.564 -3.310 -5.550 -0.1 0.0 0.0 0.10
H 1.957 -5.079 -6.199 0.0 0.0 0.1 0.10
H -0.118 -5.408 -4.888 0.1 0.1 0.0 0.11
H -0.598 -3.953 -2.942 0.1 0.0 -0.1 0.10
C 1.882 -7.234 -2.214 0.0 0.0 0.0 -0.09
C 2.296 -8.558 -2.328 -0.1 0.0 0.0 -0.10
C 1.581 -9.569 -1.692 0.0 0.1 0.0 -0.10
C 0.453 -9.255 -0.939 0.1 0.1 0.0 -0.10
C 0.045 -7.930 -0.817 0.1 0.0 0.0 -0.10
C 0.758 -6.920 -1.456 0.0 -0.1 0.0 -0.10
H 2.436 -6.447 -2.716 -0.1 0.0 0.0 0.10
H 3.176 -8.803 -2.914 -0.1 0.0 0.0 0.10
H 1.901 -10.601 -1.784 0.0 0.1 0.0 0.10
H -0.106 -10.042 -0.445 0.0 0.1 0.0 0.10
H -0.830 -7.684 -0.225 0.1 0.0 -0.1 0.10
H 0.438 -5.887 -1.364 0.0 -0.1 0.0 0.09
```
Positions in Å, forces in eV/Å.

Its charge is 0. Its spin multiplicity is 1. The orbital gap is 0.2353 Ha. For the HOMO energy, the calculation gives -8.4 eV.

[3]
Below is a molecular structure, C36H36IrN2O5P2S, with properties calculated with the ωB97M-V functional and the def2-TZVPD basis.

XYZ file:
```
83
Properties=species:S:1:pos:R:3:forces:R:3:lowdin_charge:R:1
Ir -0.294 0.832 0.229 0.0 0.1 0.3 1.15
O 3.056 1.932 2.212 0.0 0.0 0.0 0.11
C 1.955 1.737 1.757 0.0 0.0 0.0 -0.57
O 1.685 0.894 0.781 0.2 -0.1 -0.1 -0.23
C 0.764 2.533 2.266 0.0 0.0 0.0 -0.16
C 0.764 3.516 3.238 0.0 0.0 0.0 0.04
C -0.439 4.164 3.507 0.0 0.0 0.0 0.00
C -1.601 3.845 2.808 0.0 0.0 0.0 0.05
C -1.528 2.854 1.849 0.0 0.0 -0.1 -0.14
N -0.369 2.246 1.641 -0.1 0.1 0.1 -0.04
C -2.642 2.356 0.932 0.1 -0.1 0.1 -0.55
O -3.761 2.786 1.047 0.0 0.1 -0.1 0.12
O -2.264 1.440 0.065 -0.1 0.0 -0.1 -0.24
H 1.682 3.758 3.755 0.0 0.0 0.0 0.13
H -0.468 4.937 4.264 0.0 0.0 0.0 0.12
H -2.542 4.347 2.986 0.0 0.0 0.0 0.13
C -0.077 -3.519 0.290 0.0 0.0 0.0 -0.10
N -0.022 -2.062 0.280 0.0 0.0 -0.1 -0.44
P -0.549 -1.013 1.496 0.1 0.0 -0.1 0.86
C -2.128 -1.612 2.094 -0.1 0.2 0.0 -0.32
C -2.189 -2.554 3.122 0.0 0.0 0.0 -0.08
C -3.414 -3.082 3.496 0.0 0.0 0.0 -0.06
C -4.574 -2.670 2.853 0.0 0.0 0.0 -0.06
C -4.516 -1.729 1.834 0.0 0.0 0.0 -0.05
C -3.294 -1.197 1.450 0.0 0.0 0.0 -0.07
C 0.600 -1.094 2.875 -0.1 0.0 0.0 -0.35
C 1.863 -1.658 2.732 0.0 0.0 0.0 -0.08
C 2.777 -1.578 3.772 0.0 0.0 0.0 -0.05
C 2.437 -0.923 4.946 0.0 0.0 0.0 -0.05
C 1.178 -0.353 5.090 0.0 0.0 0.0 -0.06
C 0.259 -0.438 4.058 0.0 0.0 0.0 -0.09
P -0.106 -1.041 -1.082 0.1 0.0 -0.2 0.85
C -1.463 -1.575 -2.133 0.0 0.1 0.0 -0.34
C -1.450 -2.816 -2.775 0.0 0.0 0.0 -0.10
C -2.537 -3.212 -3.534 0.0 0.0 0.0 -0.06
C -3.636 -2.370 -3.662 0.0 0.0 0.0 -0.06
C -3.651 -1.135 -3.034 0.0 0.0 0.0 -0.06
C -2.567 -0.733 -2.265 0.0 0.0 0.0 -0.09
C 1.415 -1.286 -2.021 0.0 0.0 0.0 -0.35
C 1.412 -1.300 -3.416 0.0 0.0 0.0 -0.09
C 2.612 -1.296 -4.113 0.0 0.0 0.0 -0.07
C 3.815 -1.283 -3.422 0.0 0.0 0.0 -0.07
C 3.822 -1.278 -2.032 0.0 0.0 0.0 -0.06
C 2.628 -1.271 -1.332 0.0 0.0 0.0 -0.09
H 0.169 -3.885 1.287 0.0 0.0 0.0 0.08
H 0.663 -3.914 -0.407 0.0 0.0 0.0 0.09
H -1.068 -3.889 0.017 0.0 0.0 0.0 0.09
H -1.288 -2.871 3.632 0.0 0.0 0.0 0.11
H -3.463 -3.813 4.292 0.0 0.0 0.0 0.11
H -5.530 -3.079 3.153 0.0 0.0 0.0 0.11
H -5.421 -1.399 1.343 0.0 0.0 0.0 0.11
H -3.249 -0.445 0.671 0.0 0.0 0.0 0.08
H 2.134 -2.153 1.807 0.0 0.0 0.0 0.10
H 3.759 -2.019 3.661 0.0 0.0 0.0 0.11
H 3.155 -0.852 5.752 0.0 0.0 0.0 0.11
H 0.914 0.156 6.008 0.0 0.0 0.0 0.11
H -0.727 0.001 4.174 0.0 0.0 0.0 0.12
H -0.586 -3.466 -2.690 0.0 0.0 0.0 0.11
H -2.530 -4.174 -4.029 0.0 0.0 0.0 0.11
H -4.483 -2.682 -4.260 0.0 0.0 0.0 0.11
H -4.508 -0.482 -3.137 0.0 0.0 0.0 0.11
H -2.583 0.226 -1.760 0.0 0.0 0.0 0.08
H 0.477 -1.313 -3.960 0.0 0.0 0.0 0.10
H 2.606 -1.313 -5.195 0.0 0.0 0.0 0.11
H 4.751 -1.283 -3.967 0.0 0.0 0.0 0.11
H 4.761 -1.270 -1.494 0.0 0.0 0.0 0.11
H 2.636 -1.220 -0.251 0.0 0.0 0.0 0.09
C -0.457 2.316 -3.930 0.0 0.0 0.0 -0.12
C 0.843 2.982 -3.510 0.3 -0.1 -0.1 -0.37
S 1.428 2.235 -1.981 -0.2 0.3 0.0 0.98
O 0.249 2.530 -1.036 -0.2 -0.4 0.3 -0.61
C 2.697 3.407 -1.492 0.1 -0.1 -0.2 -0.36
C 3.964 3.195 -2.315 -0.1 0.0 0.0 -0.11
H -0.794 2.746 -4.872 0.0 0.0 0.0 0.09
H -1.229 2.472 -3.178 0.0 0.0 0.0 0.07
H -0.325 1.242 -4.077 0.0 0.0 0.0 0.07
H 0.728 4.053 -3.341 0.0 0.0 0.1 0.10
H 1.637 2.817 -4.244 0.0 0.0 0.0 0.10
H 2.867 3.188 -0.437 0.0 0.0 0.0 0.08
H 2.286 4.412 -1.587 -0.1 0.0 0.0 0.10
H 4.346 2.183 -2.184 0.0 0.0 0.0 0.07
H 4.734 3.893 -1.989 0.0 0.0 0.0 0.09
H 3.793 3.370 -3.378 0.0 0.0 0.0 0.07
```
Positions in Å, forces in eV/Å.

Its charge is +1. Its spin multiplicity is 1. The orbital gap is 0.3348 Ha. For the HOMO energy, the calculation gives -11.7 eV.

In Eh/bohr, the max |F| values for the records above are, in order, 0.0120, 0.1206, 0.0090.
In eV, the relative energy (zero: lowest compared OMol25 entry of this formula, charge and spin) values for the records above are, in order, 0.000, 0.000, 0.025.
In hartree, the energy values for the records above are, in order, -3093.88724, -3076.69295, -3064.35123.